C5H10OS | ωB97M-V/def2-TZVPD

Geometry (Å):
C 0.5269 -2.0967 -0.4880
C -1.6905 1.2350 -1.0280
C 0.4981 -0.8302 -0.4605
C 1.5579 0.0134 -0.8223
C -0.9730 0.3113 1.5982
O -2.0921 -1.2723 -0.2551
S -1.1899 -0.1425 -0.1342
H -0.2981 -2.6868 -0.2342
H 1.3451 -2.5663 -0.9259
H -2.0538 0.6638 -1.8745
H -0.7998 1.8653 -1.1848
H 2.0324 -0.0665 -1.7825
H 1.0948 1.0767 -0.6470
H 2.3251 -0.0459 -0.0742
H -1.8637 1.0307 1.7120
H -0.9838 -0.5255 2.4487
H 0.0237 0.7620 1.7094

Computed properties:
Kohn-Sham gap ... 9.02 eV
ΔE to the lowest compared entry with this formula, charge and spin ... 4.929 eV
2S+1 ... 1
Lowest unoccupied orbital energy ... 0.741 eV
SMILES string ... C=C(C)[S@](=C)(C)=O

Atomic partial charges in e from the natural (NBO) method, atoms 1 to 4: -0.341 -1.021 -0.249 -0.659